*i*
Molecular formula: C6H14NO
Method: DFT, wB97M-V/def2-TZVPD

Results
**E_HOMO**: -14.139 eV
**LUMO**: -0.174 Ha
**Orbital gap**: 9.40 eV
**Charge**: +1

The geometry in XYZ format:
```
22
Properties=species:S:1:pos:R:3:mulliken_charge:R:1
C 0.43 3.32 0.64 -1.36
C 0.93 1.89 0.85 -0.34
C -0.13 0.87 0.44 -0.48
C 0.30 -0.14 -0.56 0.59
C 1.35 -0.22 -1.35 -1.12
C -1.04 -1.77 -1.78 -0.20
N -0.73 -1.18 -0.70 0.13
H 0.17 3.50 -0.39 0.37
H -0.41 3.51 1.31 0.33
H 1.13 4.04 1.10 0.38
H 1.85 1.79 0.28 0.27
H 1.15 1.77 1.90 0.28
H -0.51 0.37 1.33 0.35
H -1.05 1.35 0.10 0.40
H 1.40 -0.95 -2.16 0.26
H 2.22 0.41 -1.34 0.25
H -1.70 -2.62 -1.82 0.28
H -0.69 -1.40 -2.74 0.31
H -1.04 -1.48 0.24 0.30
H -1.60 -2.79 2.28 0.31
H -0.10 -2.96 1.98 0.28
O -0.88 -2.45 1.74 -0.61
```

=====

*ii*
Molecular formula: C6H14NO
Method: DFT, wB97M-V/def2-TZVPD

Results
**E_HOMO**: -15.970 eV
**LUMO**: -0.111 Ha
**Orbital gap**: 12.94 eV
**Charge**: +1
**SMILES**: CC[C@]1(C)O[N+]1(C)C

The geometry in XYZ format:
```
22
Properties=species:S:1:pos:R:3:mulliken_charge:R:1
C -2.09 -0.44 -1.08 -1.14
C -1.61 -0.15 0.30 -0.56
C -0.22 0.52 0.38 0.69
C -0.18 1.65 1.32 -1.58
O 0.33 0.74 -1.16 -0.52
N 0.92 -0.14 -0.29 0.80
C 0.91 -1.57 -0.76 -0.62
C 2.22 0.23 0.27 -0.94
H -1.47 -1.12 -1.66 0.31
H -2.09 0.51 -1.58 0.35
H -3.24 -0.72 -1.00 0.33
H -1.58 -1.11 0.88 0.29
H -2.30 0.59 0.75 0.40
H 0.47 1.37 2.19 0.35
H -1.17 1.86 1.65 0.39
H 0.28 2.55 1.01 0.44
H 0.90 -2.28 0.06 0.41
H 0.03 -1.76 -1.32 0.16
H 1.93 -1.76 -1.24 0.28
H 2.41 -0.30 1.21 0.46
H 3.07 -0.05 -0.30 0.37
H 2.49 1.36 0.41 0.32
```

=====

*i* is preferred energetically. Next in line: 66.0 kcal/mol higher.

=====

*i*
Molecular formula: C6H14NO
Method: DFT, wB97M-V/def2-TZVPD

Results
**E_HOMO**: -14.301 eV
**LUMO**: -0.281 Ha
**Orbital gap**: 6.66 eV
**Charge**: +1

The geometry in XYZ format:
```
22
Properties=species:S:1:pos:R:3:mulliken_charge:R:1
C 0.28 1.13 -1.08 -0.30
C -0.11 0.16 -2.22 -0.68
C -0.65 -0.16 -0.83 1.71
C 0.05 -1.04 0.02 -1.22
C -2.67 -0.17 0.65 -0.84
C -2.06 0.08 -0.52 -0.57
N 0.75 0.51 1.90 -0.62
H -0.15 2.09 -0.85 0.31
H 1.25 0.97 -0.62 0.22
H 0.50 -0.70 -2.49 0.21
H -0.77 0.48 -3.01 0.35
H 0.82 -1.67 -0.43 0.34
H -0.62 -1.78 0.47 0.49
H -1.94 -0.31 1.44 0.23
H -3.69 0.12 0.83 0.34
H -2.72 0.24 -1.37 0.34
H 1.59 0.55 2.47 0.16
H 0.41 -0.11 1.10 0.42
H 0.15 1.13 2.43 0.16
H 2.69 -0.18 1.23 0.24
H 3.37 -0.94 0.05 0.33
O 3.54 -0.41 0.84 -0.59
```

=====

*ii*
Molecular formula: C6H14NO
Method: DFT, wB97M-V/def2-TZVPD

Results
**E_HOMO**: -12.632 eV
**LUMO**: -0.118 Ha
**Orbital gap**: 9.42 eV
**Charge**: +1

The geometry in XYZ format:
```
22
Properties=species:S:1:pos:R:3:mulliken_charge:R:1
C 1.70 0.31 0.68 -0.69
C 0.72 -0.88 0.50 -0.61
C -0.22 -0.88 -0.64 0.86
C -1.31 -1.62 -0.48 -1.61
C -0.52 0.54 -2.63 -0.82
C 0.23 -0.19 -1.81 -0.05
N 0.86 1.43 1.15 -0.30
H 2.22 0.72 -0.24 0.39
H 2.52 0.02 1.41 0.34
H 0.10 -1.05 1.51 0.33
H 1.25 -1.86 0.33 0.42
H -1.60 -2.27 0.27 0.41
H -2.04 -1.84 -1.22 0.34
H -1.58 0.76 -2.37 0.23
H -0.32 1.02 -3.59 0.31
H 1.24 -0.37 -2.24 0.37
H 0.55 1.14 2.13 0.39
H 0.05 1.55 0.50 0.34
H 1.39 2.33 1.15 0.37
H -2.17 1.02 1.98 0.26
H -1.71 -0.37 1.82 0.28
O -1.35 0.50 1.79 -0.55
```

=====

*ii* is preferred energetically. Next in line: 106.9 kcal/mol higher.